Run w
The following is a quantum chemistry calculation of an isolated molecule of C26H29N5O5S, from the Open Molecules 2025 dataset.

Calculated values
Highest occupied orbital energy = -7.8 eV
HOMO-LUMO gap = 8.35 eV
SMILES = O=C(CN1C(=O)N[C@H](Cc2c[nH]c3ccccc23)C1=O)Nc1cccc(S(=O)(=O)N2CCCCCC2)c1

Last column: natural (NBO) charge in e.
Positions of all 66 atoms, in Å:
O  3.4257  -3.1153  0.2393  -0.59
C  2.6121  -2.7877  -0.5889  0.68
N  2.0582  -1.5557  -0.7167  -0.65
C  2.1279  -0.5021  0.1894  0.24
C  1.0835  0.4215  0.1748  -0.25
C  1.0670  1.4435  1.0973  -0.33
C  2.0919  1.6101  2.0097  -0.21
C  3.1438  0.7084  2.0025  -0.19
C  3.1608  -0.3514  1.1119  -0.22
H  3.9546  -1.0791  1.1383  0.25
H  3.9501  0.8184  2.7113  0.22
H  2.0304  2.4147  2.7239  0.24
S  -0.3766  2.4892  1.2123  2.33
O  -0.5204  2.9344  2.5662  -0.94
O  -1.4906  1.7578  0.6438  -0.98
N  0.0485  3.7922  0.2657  -0.68
C  0.0655  3.4501  -1.1482  -0.24
H  -0.7368  2.7272  -1.3432  0.21
C  -0.0798  4.6166  -2.1206  -0.41
H  0.2218  4.2387  -3.1004  0.22
C  -1.5064  5.1560  -2.2299  -0.40
C  -1.9069  6.0883  -1.0905  -0.39
C  -1.8497  5.4311  0.2856  -0.43
H  -2.4499  4.5191  0.2978  0.21
C  -0.4245  5.0799  0.7220  -0.23
H  0.2798  5.8506  0.3960  0.20
H  -0.3803  5.0136  1.8101  0.25
H  -2.2746  6.1194  1.0188  0.22
H  -2.9249  6.4406  -1.2725  0.21
H  -1.2515  6.9633  -1.0927  0.19
H  -2.2010  4.3141  -2.2701  0.20
H  -1.5996  5.7057  -3.1698  0.21
H  0.6091  5.4181  -1.8530  0.20
H  1.0231  2.9475  -1.3344  0.21
H  0.2654  0.3127  -0.5203  0.24
H  1.3838  -1.4274  -1.4731  0.44
C  2.1190  -3.7562  -1.6791  -0.32
N  0.6799  -3.8776  -1.7605  -0.47
C  -0.0056  -5.0004  -1.3603  0.71
O  0.4755  -5.9899  -0.8814  -0.56
C  -1.4708  -4.7200  -1.6570  -0.14
N  -1.3893  -3.5192  -2.4487  -0.60
C  -0.1710  -2.9484  -2.3571  0.82
O  0.1598  -1.8476  -2.7457  -0.65
H  -2.2017  -2.9600  -2.6520  0.42
H  -1.9119  -5.5468  -2.2228  0.23
C  -2.2627  -4.4951  -0.3454  -0.42
C  -1.8319  -3.2475  0.3539  -0.14
C  -2.3782  -1.9991  0.2151  -0.01
N  -1.7468  -1.1074  1.0277  -0.55
C  -0.7566  -1.7594  1.7037  0.19
C  0.1340  -1.2916  2.6631  -0.25
C  1.0548  -2.1835  3.1652  -0.22
C  1.0824  -3.5166  2.7437  -0.21
C  0.1769  -3.9990  1.8276  -0.22
C  -0.7640  -3.1156  1.2948  -0.12
H  0.1987  -5.0348  1.5245  0.22
H  1.8285  -4.1793  3.1542  0.21
H  1.7700  -1.8506  3.9021  0.21
H  0.0952  -0.2647  2.9947  0.22
H  -1.8976  -0.1054  1.0393  0.45
H  -3.2040  -1.6867  -0.3973  0.20
H  -2.1010  -5.3638  0.2941  0.24
H  -3.3250  -4.4331  -0.5915  0.22
H  2.5109  -4.7508  -1.4515  0.26
H  2.5034  -3.4143  -2.6460  0.23

Run x
The following is a quantum chemistry calculation of a structure of composition C26H29N5O5S, from the Open Molecules 2025 dataset.

Calculated values
Highest occupied orbital energy = -8.0 eV
HOMO-LUMO gap = 7.69 eV

Last column: natural (NBO) charge in e.
Positions of all 66 atoms, in Å:
C  -0.8025  4.2707  1.6242  -0.25
H  -1.0216  5.3374  1.6441  0.20
O  0.5869  4.1639  1.8016  -0.53
C  1.1414  2.9026  1.8091  0.30
C  0.4405  1.7218  1.6735  -0.31
C  1.1040  0.4964  1.6883  -0.02
C  2.4732  0.4698  1.8870  -0.21
C  3.1837  1.6508  2.0306  -0.25
C  2.5355  2.8712  1.9833  0.25
O  3.2379  4.0262  2.1182  -0.66
H  2.6123  4.7612  2.0620  0.49
H  4.2511  1.6414  2.1810  0.22
H  2.9968  -0.4710  1.9436  0.22
C  0.2752  -0.7613  1.5816  -0.14
N  -0.7990  -0.6525  0.5853  -0.41
C  -0.5155  -0.1584  -0.6413  0.67
O  0.6498  0.1485  -0.9352  -0.69
C  -1.5389  0.0438  -1.6584  -0.43
C  -1.2157  0.4142  -2.9736  0.22
N  0.0073  0.5530  -3.4897  -0.78
H  0.0693  0.8861  -4.4423  0.43
H  0.7858  0.5395  -2.8467  0.43
C  -2.4135  0.5977  -3.7378  0.02
N  -3.5370  0.4105  -3.0813  -0.57
S  -3.2780  -0.0037  -1.5436  0.68
C  -2.4151  1.0012  -5.1586  0.64
O  -1.3872  1.2213  -5.7794  -0.63
N  -3.6448  1.1074  -5.6966  -0.80
H  -4.4530  0.9170  -5.1296  0.42
H  -3.7463  1.3800  -6.6592  0.41
C  -2.0381  -1.2657  1.0235  -0.24
C  -2.7060  -0.4269  2.0862  -0.04
C  -2.8657  -0.9169  3.3753  -0.20
C  -3.4362  -0.1294  4.3608  -0.20
C  -3.8457  1.1600  4.0694  -0.23
C  -3.6876  1.6577  2.7867  -0.15
C  -3.1206  0.8690  1.8020  -0.24
H  -3.0037  1.2612  0.8020  0.21
H  -4.0086  2.6622  2.5514  0.21
H  -4.2871  1.7762  4.8383  0.22
H  -3.5555  -0.5226  5.3592  0.22
H  -2.5420  -1.9210  3.6090  0.22
H  -2.7064  -1.4145  0.1756  0.22
H  -1.7948  -2.2537  1.4318  0.23
H  -0.2246  -0.9050  2.5477  0.24
C  1.0599  -2.0626  1.3073  0.68
O  0.8965  -3.0478  2.0023  -0.64
N  1.8568  -1.9974  0.2378  -0.64
H  1.8363  -1.1400  -0.3081  0.44
C  2.5917  -3.1216  -0.2953  -0.06
H  2.4761  -3.9327  0.4276  0.24
C  2.0519  -3.5041  -1.6832  -0.41
C  2.8999  -2.6768  -2.6431  -0.40
H  2.8493  -3.0386  -3.6688  0.21
C  4.2979  -2.8014  -2.0429  -0.40
H  4.9723  -2.0199  -2.3889  0.21
H  4.7266  -3.7665  -2.3171  0.20
C  4.0687  -2.7371  -0.5271  -0.42
H  4.7419  -3.4037  0.0090  0.22
H  4.2355  -1.7249  -0.1579  0.21
H  2.5730  -1.6361  -2.6264  0.19
H  0.9856  -3.2975  -1.7679  0.21
H  2.2144  -4.5674  -1.8617  0.21
H  -0.6312  1.7334  1.5540  0.23
H  -1.1143  3.8545  0.6609  0.18
H  -1.3488  3.7708  2.4306  0.18

Looking at the structures above, which would you pick as the most stable? I would pick run w.